No. 1
92
Properties=species:S:1:pos:R:3:lowdin_charge:R:1 method="wB97M-V/def2-TZVPD" de_lowest_kj_mol=0.0 e_tot_ha=-2591.406781 e_lumo_ev=0.40 gap_ev=8.1
Cd 1.394 -0.856 1.467 1.279
C -2.732 0.483 5.119 -0.119
C -2.908 0.253 3.813 -0.113
C -3.637 1.109 2.821 -0.195
C -2.778 2.101 1.987 -0.176
C -1.811 2.936 2.777 -0.130
C -1.831 3.227 4.092 -0.135
C -2.973 3.061 5.030 -0.181
C -2.957 1.752 5.869 -0.181
C 3.207 -0.326 0.434 -0.323
H -2.339 -0.342 5.716 0.107
H -2.664 -0.754 3.459 0.087
H -4.433 1.678 3.292 0.095
H -4.171 0.452 2.120 0.104
H -2.209 1.489 1.264 0.095
H -3.446 2.740 1.382 0.115
H -0.926 3.228 2.199 0.100
H -0.929 3.705 4.520 0.101
H -3.930 3.162 4.525 0.100
H -2.908 3.880 5.759 0.111
H -2.219 1.797 6.691 0.104
H -3.909 1.671 6.405 0.112
H 4.131 -0.691 0.907 -0.046
H 3.198 0.778 0.485 -0.071
H 3.200 -0.618 -0.614 -0.095
P 0.116 -1.921 -2.722 0.987
P 1.941 0.342 -3.318 0.998
C -0.664 -0.345 -3.234 -0.344
C 0.191 0.508 -3.864 -0.346
C -0.470 -2.905 -4.201 -0.382
C -1.507 -2.549 -5.075 -0.090
C -1.945 -3.460 -6.045 -0.083
C -1.293 -4.687 -6.204 -0.089
C -0.172 -4.984 -5.418 -0.090
C 0.254 -4.088 -4.438 -0.118
C -1.143 -2.288 -1.433 -0.396
C -1.102 -1.418 -0.326 -0.182
C -2.044 -1.545 0.682 -0.103
C -3.068 -2.490 0.550 -0.077
C -3.107 -3.352 -0.551 -0.074
C -2.131 -3.266 -1.548 -0.079
C 2.609 0.800 -4.999 -0.370
C 2.291 -0.027 -6.094 -0.112
C 2.487 0.438 -7.393 -0.092
C 3.051 1.703 -7.612 -0.096
C 3.518 2.448 -6.520 -0.087
C 3.336 1.977 -5.218 -0.091
C 2.043 1.959 -2.447 -0.389
C 3.223 2.203 -1.718 -0.148
C 3.416 3.447 -1.128 -0.086
C 2.455 4.454 -1.276 -0.086
C 1.246 4.176 -1.919 -0.084
C 1.024 2.920 -2.478 -0.089
H -1.735 -0.180 -3.014 0.093
H -0.092 1.256 -4.621 0.094
H -1.979 -1.571 -4.999 0.095
H -2.800 -3.201 -6.671 0.103
H -1.647 -5.399 -6.953 0.103
H 0.366 -5.922 -5.563 0.103
H 1.142 -4.301 -3.843 0.096
H -0.340 -0.621 -0.312 0.049
H -1.963 -0.904 1.559 0.062
H -3.836 -2.532 1.317 0.103
H -3.905 -4.087 -0.636 0.104
H -2.163 -3.927 -2.418 0.105
H 1.842 -1.007 -5.913 0.099
H 2.185 -0.183 -8.237 0.102
H 3.150 2.085 -8.632 0.100
H 4.008 3.409 -6.694 0.103
H 3.717 2.552 -4.375 0.096
H 3.968 1.411 -1.606 0.094
H 4.325 3.637 -0.557 0.107
H 2.638 5.455 -0.882 0.103
H 0.463 4.930 -1.998 0.103
H 0.076 2.690 -2.960 0.087
C 2.052 -2.833 6.753 -0.102
C 1.906 -3.409 5.475 -0.092
C 1.238 -2.701 4.472 -0.070
C 0.945 -1.323 4.631 -0.241
C 0.764 -0.453 3.519 -0.249
C 0.419 0.857 3.731 -0.179
C 0.352 1.364 5.055 -0.102
C 0.486 0.546 6.155 -0.051
C 0.946 -0.787 5.979 -0.170
C 1.493 -1.585 7.034 -0.037
H 2.616 -3.370 7.525 0.100
H 2.316 -4.409 5.290 0.101
H 0.968 -3.140 3.510 0.084
H 0.164 1.529 2.900 0.062
H 0.158 2.417 5.202 0.076
H 0.265 0.935 7.143 0.108
H 1.519 -1.192 8.068 0.114



No. 2
100
Properties=species:S:1:pos:R:3:lowdin_charge:R:1 method="wB97M-V/def2-TZVPD" de_lowest_kj_mol=100.3 e_tot_ha=-4177.506770 e_lumo_ev="-1.67 / -1.66" gap_ev="5.2 / 5.2"
Tl 1.033 1.179 0.479 0.170
Te 0.972 -3.269 0.149 1.286
C -0.345 -4.943 0.079 -0.534
C -1.379 -5.056 0.998 -0.120
C -2.243 -6.132 0.890 -0.151
N -2.140 -7.060 -0.048 0.054
C -1.149 -6.952 -0.916 -0.163
C -0.222 -5.923 -0.895 -0.140
C -0.763 -1.983 0.399 -0.879
P -0.561 -0.911 1.794 0.812
C -0.459 -1.960 3.283 -0.359
C 0.720 -2.651 3.554 -0.182
C 0.785 -3.527 4.624 -0.073
C -0.311 -3.699 5.452 -0.081
C -1.465 -2.968 5.220 -0.080
C -1.541 -2.097 4.148 -0.078
C -2.160 -0.064 1.946 -0.389
C -3.363 -0.750 1.806 -0.112
C -4.556 -0.058 1.892 -0.076
C -4.553 1.313 2.105 -0.074
C -3.357 1.994 2.252 -0.066
C -2.161 1.305 2.184 -0.106
P -0.721 -0.922 -1.031 0.871
C -0.798 -2.100 -2.431 -0.400
C -0.020 -1.895 -3.565 -0.088
C -0.069 -2.802 -4.611 -0.078
C -0.898 -3.908 -4.536 -0.080
C -1.659 -4.125 -3.399 -0.077
C -1.605 -3.232 -2.345 -0.131
C -2.339 -0.060 -1.190 -0.337
C -3.547 -0.723 -1.386 -0.083
C -4.715 0.005 -1.520 -0.083
C -4.691 1.389 -1.478 -0.080
C -3.494 2.054 -1.293 -0.062
C -2.327 1.329 -1.149 -0.100
H -1.507 -4.317 1.778 0.086
H -3.060 -6.264 1.589 0.104
H -1.101 -7.725 -1.672 0.104
H 0.568 -5.874 -1.630 0.096
H 1.605 -2.483 2.957 0.011
H 1.702 -4.062 4.817 0.106
H -0.261 -4.387 6.284 0.103
H -2.311 -3.075 5.882 0.103
H -2.447 -1.529 3.989 0.095
H -3.351 -1.818 1.634 0.114
H -5.493 -0.586 1.793 0.109
H -5.489 1.850 2.171 0.106
H -3.350 3.061 2.425 0.108
H -1.219 1.825 2.325 0.037
H 0.630 -1.032 -3.617 0.090
H 0.543 -2.647 -5.487 0.103
H -0.948 -4.605 -5.359 0.103
H -2.295 -4.995 -3.327 0.108
H -2.176 -3.424 -1.447 0.095
H -3.583 -1.801 -1.439 0.097
H -5.651 -0.514 -1.669 0.107
H -5.608 1.946 -1.591 0.104
H -3.456 3.134 -1.262 0.108
H -1.385 1.841 -1.001 0.049
C 1.226 1.946 -3.216 -0.070
C 0.445 3.094 -2.682 -0.326
C -0.232 3.951 -3.572 -0.010
C -0.979 4.980 -3.080 0.000
C -1.050 5.183 -1.687 -0.169
C -1.830 6.206 -1.121 -0.052
C -1.881 6.349 0.242 -0.084
C -1.137 5.509 1.065 -0.128
C -0.318 4.522 0.546 -0.630
S 0.686 3.637 1.638 0.560
C -0.288 4.311 -0.862 -0.256
N 0.416 3.284 -1.381 0.078
H 0.880 1.663 -4.207 0.083
H 1.156 1.093 -2.542 -0.012
H 2.281 2.222 -3.274 0.068
H -0.166 3.767 -4.632 0.111
H -1.527 5.641 -3.736 0.118
H -2.389 6.857 -1.777 0.107
H -2.488 7.122 0.689 0.103
H -1.170 5.628 2.137 0.096
I 2.684 0.510 2.881 0.155
C 7.625 -0.189 1.112 -0.079
C 6.182 -0.380 1.574 -0.261
N 5.241 -0.260 0.482 -0.021
C 4.607 0.841 0.073 -0.891
S 3.456 0.645 -1.160 0.627
N 4.905 2.023 0.595 0.002
C 4.282 3.281 0.250 -0.272
C 5.148 4.066 -0.730 -0.072
H 8.306 -0.336 1.946 0.073
H 7.779 0.811 0.714 0.068
H 7.869 -0.908 0.334 0.074
H 5.927 0.338 2.357 0.079
H 6.059 -1.375 2.003 0.121
H 4.969 -1.107 0.006 0.121
H 5.563 2.049 1.362 0.133
H 4.129 3.849 1.171 0.120
H 3.303 3.083 -0.200 0.046
H 6.126 4.275 -0.302 0.071
H 4.668 5.010 -0.973 0.075
H 5.285 3.494 -1.645 0.070



No. 3
104
Properties=species:S:1:pos:R:3:lowdin_spin:R:1 method="wB97M-V/def2-TZVPD" de_lowest_kj_mol=2185.5 e_tot_ha=-5242.472462 multiplicity=4 charge=+1 s_squared=3.782 e_lumo_ev="-2.50 / -2.60" gap_ev="5.8 / 5.7"
Cr -0.278 0.027 0.946 2.804
Cl 5.010 4.445 1.016 0.001
C 4.021 3.024 1.102 0.005
C 4.603 1.794 1.157 -0.001
C 3.818 0.622 1.219 0.005
I 4.775 -1.224 1.348 0.001
C 2.439 0.666 1.203 0.000
O 1.641 -0.374 1.227 0.020
C 1.851 1.973 1.173 0.002
N 0.494 1.975 1.182 -0.007
C -0.144 3.123 1.175 0.006
C 0.530 4.354 1.162 -0.001
C 1.897 4.373 1.118 0.003
C 2.609 3.154 1.124 0.000
H 5.681 1.716 1.152 0.000
H -1.227 3.082 1.156 0.001
H -0.042 5.270 1.176 0.000
H 2.441 5.308 1.083 0.000
Cl -2.936 -3.363 -1.748 0.003
C -1.897 -3.670 -0.533 0.010
C -2.100 -4.548 0.515 0.006
C -2.103 -3.934 1.775 0.001
C -1.649 -2.609 1.867 0.000
N -1.048 -1.936 0.892 -0.009
C -0.745 -2.759 -0.261 0.005
H -2.760 -5.384 0.265 0.000
H -2.537 -4.403 2.646 0.000
H -1.859 -2.053 2.773 0.000
H -0.563 -2.144 -1.142 0.001
N -0.793 0.592 -0.703 0.028
P -1.727 1.091 -1.863 0.027
C -2.548 -0.358 -2.566 0.006
C -1.804 -0.995 -3.497 0.010
C -1.605 -2.479 -3.918 0.000
C -2.148 -3.320 -3.059 0.003
C -3.697 -2.096 -1.385 -0.001
C -3.683 -0.799 -1.562 0.003
C -2.984 2.222 -1.183 0.001
C -3.433 2.037 0.124 0.006
C -4.372 2.896 0.672 0.000
C -4.871 3.950 -0.083 0.001
C -4.422 4.146 -1.379 0.000
C -3.483 3.284 -1.931 0.000
C -0.786 1.982 -3.123 0.002
C -1.297 2.239 -4.394 0.000
C -0.514 2.892 -5.334 0.000
C 0.780 3.280 -5.012 0.000
C 1.291 3.028 -3.747 0.000
C 0.509 2.378 -2.801 0.001
H -1.227 -0.280 -4.085 0.000
H -1.025 -2.732 -4.795 0.000
H -4.124 -3.736 -2.606 0.001
H -3.456 -4.534 -1.293 0.000
H -4.254 -0.057 -1.026 0.000
H -3.036 1.212 0.706 0.005
H -4.722 2.745 1.685 0.000
H -5.610 4.618 0.341 0.000
H -4.805 4.972 -1.966 0.000
H -3.136 3.446 -2.943 0.000
H -2.299 1.913 -4.650 0.000
H -0.909 3.091 -6.322 0.000
H 1.395 3.774 -5.753 0.000
H 2.300 3.332 -3.497 0.000
H 0.890 2.163 -1.809 0.000
C 1.547 -0.371 5.859 0.001
N 0.759 -0.793 4.710 0.004
C 1.357 -1.856 3.916 0.000
C -0.244 -0.047 4.198 0.006
O -0.518 -0.048 2.979 0.032
N -0.973 0.714 5.054 0.002
C -1.338 0.253 6.388 0.000
C -1.845 1.735 4.497 0.000
H 2.591 -0.278 5.552 0.000
H 1.494 -1.101 6.669 0.000
H 1.210 0.596 6.221 0.000
H 2.301 -1.534 3.473 0.000
H 0.680 -2.146 3.119 0.000
H 1.544 -2.712 4.567 0.000
H -0.893 -0.716 6.591 0.000
H -2.423 0.149 6.443 0.000
H -1.020 0.962 7.154 0.000
H -1.419 2.121 3.576 0.000
H -1.931 2.549 5.216 0.000
H -2.844 1.341 4.287 0.000
C 3.840 -1.088 -5.051 0.000
C 3.317 -1.630 -3.752 0.000
C 3.872 -2.781 -3.194 0.000
C 3.459 -3.253 -1.961 0.000
C 2.462 -2.571 -1.276 0.000
C 1.898 -1.412 -1.807 0.000
C 2.319 -0.963 -3.046 0.000
S 1.852 -3.065 0.312 0.000
C 2.580 -4.668 0.564 0.000
O 0.396 -3.667 -0.037 0.001
H 4.701 -0.445 -4.856 0.000
H 3.089 -0.491 -5.566 0.000
H 4.170 -1.890 -5.709 0.000
H 4.647 -3.312 -3.732 0.000
H 3.939 -4.128 -1.545 0.000
H 1.145 -0.853 -1.265 0.000
H 1.867 -0.069 -3.461 0.000
H 2.522 -5.252 -0.350 0.000
H 1.972 -5.135 1.337 0.000
H 3.604 -4.545 0.911 0.000



No. 4
109
Properties=species:S:1:pos:R:3:lowdin_charge:R:1 method="wB97M-V/def2-TZVPD" de_lowest_kj_mol=0.0 e_tot_ha=-6709.704789 charge=-1 e_lumo_ev=2.29 gap_ev=7.6
Bi 0.593 -0.312 -0.470 1.826
O 3.720 4.089 1.196 0.044
C 4.583 3.065 1.307 -0.299
C 5.818 3.318 1.903 -0.021
C 6.759 2.313 2.023 -0.093
C 6.490 1.031 1.551 -0.093
C 5.255 0.774 0.983 -0.032
C 4.288 1.768 0.861 -0.111
C 2.975 1.425 0.271 -0.452
O 2.725 0.175 0.026 -0.283
N 2.176 2.415 -0.037 0.056
N 1.102 1.947 -0.788 -0.135
C 0.551 2.802 -1.573 -0.073
C -0.272 2.469 -2.707 -0.179
C -0.930 3.513 -3.388 -0.072
C -1.524 3.316 -4.607 -0.101
C -1.420 2.046 -5.208 -0.080
C -0.768 1.017 -4.582 -0.003
C -0.208 1.171 -3.285 -0.349
O 0.353 0.151 -2.716 -0.245
H 2.910 3.740 0.759 0.058
H 6.008 4.318 2.272 0.113
H 7.712 2.530 2.492 0.096
H 7.227 0.245 1.637 0.093
H 5.008 -0.216 0.628 0.090
H 0.832 3.846 -1.432 0.136
H -0.955 4.493 -2.920 0.109
H -2.046 4.122 -5.107 0.091
H -1.856 1.878 -6.187 0.087
H -0.687 0.037 -5.036 0.105
C 3.329 -1.851 1.813 -0.036
C 2.160 -2.789 1.789 -0.308
C 2.126 -3.920 2.604 -0.035
C 1.075 -4.815 2.490 -0.078
C 0.085 -4.562 1.552 -0.141
C 0.153 -3.397 0.792 -0.446
N 1.171 -2.528 0.929 -0.028
Sb -1.400 -3.169 -0.775 1.522
C -2.288 -1.390 0.133 -0.486
C -3.250 -1.732 1.070 -0.143
C -4.074 -0.740 1.569 -0.053
C -3.931 0.549 1.089 -0.035
C -2.926 0.827 0.173 -0.367
C -2.692 2.220 -0.326 -0.020
N -2.103 -0.129 -0.271 -0.043
C 0.224 -2.951 -2.240 -0.414
C -0.006 -3.618 -3.439 -0.124
C 0.962 -3.569 -4.424 -0.058
C 2.132 -2.867 -4.189 -0.030
C 2.310 -2.237 -2.968 -0.329
C 3.533 -1.421 -2.673 -0.024
N 1.371 -2.299 -2.015 -0.032
H 4.140 -2.259 2.417 0.087
H 3.052 -0.879 2.223 0.046
H 3.684 -1.668 0.797 0.049
H 2.937 -4.096 3.299 0.108
H 1.042 -5.707 3.105 0.101
H -0.742 -5.250 1.409 0.077
H -3.370 -2.765 1.375 0.093
H -4.834 -0.972 2.305 0.110
H -4.576 1.348 1.432 0.111
H -3.532 2.866 -0.072 0.079
H -2.552 2.220 -1.408 0.072
H -1.788 2.631 0.134 0.066
H -0.943 -4.134 -3.594 0.089
H 0.800 -4.058 -5.378 0.106
H 2.901 -2.792 -4.947 0.109
H 4.378 -1.751 -3.277 0.077
H 3.789 -1.475 -1.616 0.061
H 3.333 -0.370 -2.902 0.089
Br -2.259 -0.864 -7.951 0.697
C -3.294 -0.482 -6.396 -0.699
C -4.253 0.516 -6.460 -0.158
C -4.977 0.812 -5.311 -0.076
C -4.750 0.109 -4.137 -0.017
C -3.782 -0.884 -4.092 -0.115
C -3.041 -1.179 -5.231 -0.092
C -3.533 -1.643 -2.799 -0.620
O -4.422 -1.644 -1.947 0.019
O -2.384 -2.191 -2.731 -0.219
H -4.421 1.054 -7.383 0.095
H -5.720 1.599 -5.341 0.100
H -5.317 0.311 -3.238 0.114
H -2.262 -1.927 -5.171 0.106
C -0.490 -1.243 6.347 -0.052
C -0.145 -1.619 4.918 -0.442
C -1.367 -1.750 4.031 -0.079
O 0.860 -0.723 4.402 -0.321
P 0.757 0.749 3.786 -0.119
S 2.517 1.549 3.822 0.329
S -0.259 0.678 2.040 0.336
O -0.290 1.404 4.815 -0.327
C -0.979 2.662 4.701 -0.462
C -2.373 2.416 4.152 -0.067
C -0.216 3.712 3.915 -0.091
H -1.085 -2.042 6.797 0.079
H -1.062 -0.315 6.375 0.070
H 0.418 -1.107 6.935 0.085
H 0.379 -2.577 4.927 0.130
H -1.930 -0.816 3.993 0.060
H -2.011 -2.536 4.436 0.088
H -1.087 -2.013 3.012 0.043
H -1.061 2.993 5.738 0.136
H -2.318 2.062 3.120 0.027
H -2.947 3.345 4.182 0.080
H -2.894 1.666 4.749 0.078
H -0.127 3.425 2.864 0.050
H 0.788 3.851 4.310 0.053
H -0.763 4.655 3.976 0.080